(1)
Density functional theory data (ωB97M-V/def2-TZVPD) for an isolated ion of composition C4H6N3O and charge -1.

The geometry in XYZ format:
```
14
Properties=species:S:1:pos:R:3:mulliken_charge:R:1
C 0.17937 -0.89659 1.98725 -0.972
C 1.10533 -1.74234 1.46782 -1.941
C 0.38209 -0.33764 -0.06356 -1.702
C -0.99825 1.52857 -1.15120 -1.009
N -0.29943 -0.02052 1.03542 0.067
N 1.12854 -1.44604 0.09692 0.574
N 0.04400 0.13470 -1.27349 0.465
O 0.64959 -0.02714 -2.44310 -0.310
H 0.06368 -0.68630 3.00323 0.703
H 1.55738 -2.60294 1.95786 1.552
H -1.35983 1.31664 -0.11618 0.514
H -0.25234 2.27824 -1.11633 0.246
H -1.65973 1.41273 -2.03305 0.348
H 1.79094 -1.90779 -0.61233 0.462
```

Results
LUMO (alpha / beta)	3.879 / 3.058	eV
highest occupied orbital energy (alpha / beta)	1.13 / -5.26	eV
<S²>	2.018
spin multiplicity	3
energy above the lowest of the compared OMol25 structures with the same formula, charge and spin	0.0	kJ/mol
charge	-1

=====

(2)
Density functional theory data (ωB97M-V/def2-TZVPD) for an isolated ion of composition C4H7N2O and charge +1.

The geometry in XYZ format:
```
14
Properties=species:S:1:pos:R:3:mulliken_charge:R:1
C 1.77179 -1.43675 1.42354 0.272
C -0.26862 -0.78844 0.35939 0.482
C 0.15121 1.40945 -0.68604 -1.192
C -0.90778 0.45850 -0.12860 -0.273
N 0.94092 -0.76890 0.94547 -0.123
N -0.22277 -3.03232 0.71706 -0.493
O -0.80819 -1.96718 0.26480 -0.051
H 2.62745 -1.85620 1.88784 0.485
H 0.90124 1.63577 0.06861 0.334
H -0.31169 2.34157 -0.98869 0.362
H 0.63466 0.97611 -1.55807 0.343
H -1.65391 0.21788 -0.88599 0.318
H -1.43137 0.94957 0.69779 0.282
H -0.82978 -3.83724 0.56092 0.255
```

Results
LUMO (alpha / beta)	-5.364 / -5.865	eV
highest occupied orbital energy (alpha / beta)	-13.62 / -14.62	eV
spin multiplicity	1
energy above the lowest of the compared OMol25 structures with the same formula, charge and spin	595.3	kJ/mol
charge	+1

=====

(3)
Density functional theory data (ωB97M-V/def2-TZVPD) for a 4-piece molecular cluster, C4H15NO3 overall.

The geometry in XYZ format:
```
23
Properties=species:S:1:pos:R:3:mulliken_charge:R:1
C -1.20490 1.77398 0.16086 -1.142
C -1.97878 1.05396 -0.97468 -0.454
C -1.45293 -0.09076 -1.76084 -0.358
C -1.81862 -1.35220 -1.42923 -0.027
N -1.45996 -2.45517 -2.20944 -0.463
H -0.33702 2.30463 -0.20011 0.355
H -0.94028 1.02415 0.91453 0.223
H -1.74598 2.44875 0.63872 0.496
H -3.03051 0.82597 -0.52144 0.237
H -2.21660 1.85779 -1.87729 0.238
H -0.99296 0.30625 -2.72570 0.245
H -2.53346 -1.54437 -0.56544 0.246
H -1.93221 -3.31239 -2.11545 0.196
H -0.48378 -2.39600 -2.56689 0.217
O 3.38113 0.14709 2.02057 -0.606
H 3.84594 1.00885 1.88558 0.306
H 3.19699 0.00430 2.90473 0.282
O 1.71087 1.94236 1.45765 -0.606
H 1.52334 1.02811 1.19747 0.364
H 1.22891 2.35056 2.08666 0.269
O 2.12933 -2.38179 1.02430 -0.637
H 2.85766 -1.85026 0.69044 0.313
H 2.25384 -2.69382 1.96497 0.304
```

Results
LUMO	0.687	eV
highest occupied orbital energy	-7.64	eV
spin multiplicity	1
energy above the lowest of the compared OMol25 structures with the same formula, charge and spin	263.7	kJ/mol
charge	0

=====

(4)
Density functional theory data (ωB97M-V/def2-TZVPD) for C36H46Cl5N2O4SeZr as an isolated structure.

The geometry in XYZ format:
```
95
Properties=species:S:1:pos:R:3:mulliken_charge:R:1
Zr 0.31005 -0.19405 0.18574 0.400
C 6.99149 0.76514 -3.13092 -2.179
C 6.99976 1.03717 -1.62613 2.309
C 7.84507 -0.04868 -0.94570 -1.569
C 7.63673 2.41286 -1.38671 -1.692
C 5.59241 1.01969 -1.03529 -0.549
C 4.46044 0.77000 -1.79722 -0.677
C 3.21996 0.75031 -1.18639 0.328
Se 1.62802 0.35684 -2.19943 0.122
C 1.89358 -1.53483 -2.45249 0.462
C 2.82492 -1.97342 -3.37615 -0.659
C 3.06512 -3.33179 -3.51862 -0.572
C 2.31999 -4.19406 -2.72091 -0.774
C 1.35068 -3.79790 -1.80035 -0.410
C 1.14138 -2.41619 -1.66517 1.408
O 0.24498 -1.88451 -0.79868 -0.836
C 0.61956 -4.91607 -1.04272 2.168
C -0.48670 -4.45479 -0.09042 -1.620
C -0.03449 -5.86027 -2.06333 -1.774
C 1.64525 -5.69307 -0.20221 -1.714
C 4.09493 -3.89501 -4.49327 2.176
C 5.16755 -4.65656 -3.70084 -1.576
C 4.78253 -2.79189 -5.29766 -1.878
C 3.40195 -4.84982 -5.47558 -1.639
C 3.04860 1.00985 0.17841 1.295
O 1.78324 0.98228 0.66394 -0.826
C 4.17364 1.26934 0.97487 -0.337
C 5.40637 1.25781 0.32332 -0.711
C 4.17276 1.56442 2.48236 2.251
C 5.01402 0.49183 3.19237 -1.745
C 4.80233 2.94687 2.71312 -1.711
C 2.79344 1.57511 3.14902 -1.701
H 8.01327 0.78994 -3.51055 0.475
H 6.41873 1.51796 -3.67559 0.390
H 6.58040 -0.22081 -3.35929 0.306
H 8.85469 -0.05167 -1.35976 0.476
H 7.40729 -1.03605 -1.10391 0.294
H 7.92613 0.11761 0.12917 0.317
H 8.64101 2.43863 -1.81279 0.470
H 7.72149 2.64059 -0.32376 0.318
H 7.04607 3.20135 -1.85559 0.361
H 4.53243 0.59030 -2.86028 0.473
H 3.35497 -1.24822 -3.97709 0.622
H 2.49598 -5.25558 -2.83080 0.377
H -1.26229 -3.90062 -0.62015 0.257
H -0.08120 -3.83414 0.70759 0.122
H -0.94350 -5.33715 0.36213 0.587
H -0.77310 -5.32788 -2.66438 0.416
H -0.53942 -6.67655 -1.54375 0.466
H 0.69587 -6.29966 -2.74128 0.294
H 2.14071 -5.03102 0.51140 0.273
H 2.41566 -6.15129 -0.82080 0.336
H 1.14766 -6.48981 0.35412 0.482
H 5.67361 -3.99289 -2.99726 0.302
H 5.91511 -5.06856 -4.38067 0.478
H 4.73883 -5.48482 -3.13564 0.310
H 5.32163 -2.09671 -4.65011 0.145
H 4.06951 -2.22673 -5.90075 0.381
H 5.50940 -3.23745 -5.97717 0.498
H 2.94141 -5.69465 -4.96273 0.333
H 4.12902 -5.24923 -6.18446 0.455
H 2.62494 -4.33087 -6.03880 0.365
H 6.28530 1.45906 0.92127 0.423
H 6.04587 0.47823 2.84417 0.338
H 4.59079 -0.50151 3.02576 0.291
H 5.02950 0.68392 4.26690 0.474
H 5.82286 2.99962 2.33456 0.295
H 4.82987 3.16813 3.78136 0.461
H 4.21842 3.72449 2.21866 0.400
H 2.29655 0.60807 3.06296 -0.026
H 2.14105 2.33548 2.72424 0.342
H 2.92831 1.79780 4.20948 0.567
C 1.79855 -2.82487 3.99542 -0.653
O 0.38423 -2.79639 3.67572 -0.516
C 0.03034 -2.04327 2.67303 0.554
O 0.82355 -1.38796 1.98352 -0.381
N -1.29489 -2.02462 2.43765 -0.201
N -1.71367 -1.36044 1.27999 -0.368
H 1.88694 -3.55066 4.79488 0.290
H 2.11947 -1.84026 4.32793 0.299
H 2.36728 -3.13417 3.12188 0.283
H -1.90914 -2.65435 2.93215 0.256
H -2.46353 -0.71357 1.50070 0.448
H -2.02556 -2.02827 0.57752 0.213
Cl -1.83424 0.34167 -2.86329 -0.162
C -2.09487 1.41976 -1.53447 1.213
C -1.42445 1.15016 -0.35075 -1.155
C -1.71114 1.97677 0.71887 1.081
Cl -0.89580 1.56407 2.23015 -0.155
C -2.58300 3.05518 0.67155 -0.673
Cl -2.87736 4.03426 2.04560 -0.177
C -3.22036 3.30759 -0.54757 0.880
Cl -4.31098 4.61892 -0.67055 -0.156
C -2.98637 2.48113 -1.65548 -0.478
Cl -3.80580 2.77569 -3.12973 -0.162
```

Results
LUMO	-2.658	eV
highest occupied orbital energy	-10.83	eV
spin multiplicity	1
energy above the lowest of the compared OMol25 structures with the same formula, charge and spin	0.0	kJ/mol
charge	+1

=====

(5)
Density functional theory data (ωB97M-V/def2-TZVPD) for C42H54B2F4N5O5PSSn as an isolated structure.

The geometry in XYZ format:
```
115
Properties=species:S:1:pos:R:3:mulliken_charge:R:1
Sn 1.04094 0.07652 -1.09119 1.869
C 3.98349 -3.39568 -2.72811 -1.906
C 3.39970 -2.20582 -2.05022 -0.150
N 2.33250 -1.60228 -2.44494 0.888
O 1.70460 -2.03345 -3.54599 -0.597
B 0.63625 -1.13596 -4.06504 0.469
F 0.05596 -1.72067 -5.11361 -0.278
F -0.32508 -0.92817 -3.01399 -0.034
O 1.14887 0.20622 -4.42766 -0.668
N 1.57765 0.91478 -3.37847 1.021
C 2.21014 2.01679 -3.56827 0.145
C 2.44870 2.62363 -4.90614 -1.943
C 2.77517 2.63360 -2.36045 0.371
N 2.82916 1.85907 -1.34014 0.404
O 3.40511 2.35116 -0.17653 -0.679
B 3.91394 1.47607 0.71576 0.800
F 4.35714 2.00735 1.84002 -0.186
F 1.67850 0.75677 1.90151 0.074
O 4.09207 0.13047 0.63522 -0.544
N 3.47146 -0.58316 -0.38966 0.952
C 4.07467 -1.59529 -0.89397 0.240
C 5.36491 -2.14967 -0.40558 -1.959
C 3.32816 4.01009 -2.40428 -1.990
H 3.28702 -3.74583 -3.48652 0.464
H 4.17546 -4.18750 -2.00777 0.386
H 4.92719 -3.14907 -3.21264 0.349
H 2.24211 1.88156 -5.67485 0.473
H 3.47382 2.97436 -5.00275 0.430
H 1.77935 3.46904 -5.06427 0.327
H 5.77090 -1.53261 0.39219 0.410
H 6.09732 -2.21927 -1.20615 0.450
H 5.20519 -3.15895 -0.02560 0.385
H 2.71510 4.66429 -3.01853 0.397
H 4.32787 3.98375 -2.83895 0.467
H 3.41660 4.40439 -1.39462 0.463
O -0.05592 2.18025 -0.56226 -0.186
S -0.21768 3.68626 -0.60959 -0.043
C -1.63723 4.02700 0.46356 0.568
C -1.56006 5.11302 1.31814 -0.329
C -2.65866 5.44110 2.09452 -0.798
C -3.81325 4.67927 2.01627 -0.552
C -3.87516 3.58540 1.16587 -0.508
C -2.78223 3.25344 0.38537 -0.428
C -1.15702 4.02318 -2.11954 0.878
C -1.56227 5.33206 -2.33711 -0.662
C -2.32923 5.62017 -3.45079 -0.718
C -2.67250 4.61233 -4.33946 -0.603
C -2.24739 3.31239 -4.11860 -1.164
C -1.48363 3.01188 -3.00250 -0.186
H -0.65394 5.69540 1.36771 0.545
H -2.61632 6.29028 2.75713 0.454
H -4.66773 4.93484 2.62255 0.439
H -4.77867 2.99744 1.10917 0.480
H -2.80917 2.40304 -0.27816 -0.054
H -1.29121 6.11042 -1.63814 0.464
H -2.66209 6.62968 -3.62933 0.448
H -3.27265 4.84354 -5.20404 0.452
H -2.51352 2.53657 -4.81809 0.552
H -1.14798 1.99837 -2.81366 0.670
C -1.74648 -3.42460 -2.00461 -1.724
C -1.72253 -3.96217 -0.57992 2.132
C -0.79315 -5.16958 -0.54419 -1.793
C -3.12998 -4.33494 -0.12101 -1.801
P -1.01040 -2.56069 0.53144 1.293
C -2.49837 -1.51649 0.73989 1.525
C -3.47003 -1.64035 1.73286 -0.699
C -4.66690 -0.95242 1.62559 -1.041
C -4.91351 -0.13999 0.53072 -0.760
C -3.92767 0.03953 -0.42946 -1.046
C -2.71909 -0.62349 -0.31369 -0.518
C -0.49393 -3.31534 2.21672 1.472
C -1.39179 -4.30455 2.95670 -2.001
C -0.27437 -2.05855 3.06746 -1.907
C 0.87009 -3.98930 1.97329 -1.591
H -2.11977 -4.19498 -2.67615 0.595
H -0.74543 -3.15712 -2.33492 0.213
H -2.39236 -2.55683 -2.10583 0.263
H -1.09027 -5.86210 -1.33094 0.576
H -0.85019 -5.70219 0.39992 0.300
H 0.23709 -4.87597 -0.73953 0.179
H -3.45813 -5.20810 -0.68327 0.581
H -3.83606 -3.53054 -0.31132 0.243
H -3.16993 -4.58464 0.93517 0.317
H -3.32712 -2.30427 2.56964 0.137
H -5.41557 -1.07140 2.39309 0.508
H -5.87368 0.34045 0.41866 0.513
H -4.11790 0.67419 -1.28236 0.446
H -1.93887 -0.48336 -1.05861 0.323
H -2.33259 -3.86948 3.28116 0.308
H -0.86257 -4.64230 3.84775 0.520
H -1.60429 -5.18332 2.35477 0.382
H -1.22394 -1.57597 3.31412 0.252
H 1.30051 -1.64225 1.85749 -0.650
H 0.21238 -2.33354 4.01197 0.839
H 0.74060 -5.04911 1.78308 0.566
H 1.49875 -3.89646 2.85775 0.357
H 1.39434 -3.56593 1.11237 0.078
C -0.94888 1.47768 2.59012 -0.016
C -0.01792 0.85487 3.54734 -0.517
C -0.14960 0.93278 4.90461 -0.735
C 0.77495 0.32559 5.76064 -0.638
C 1.89059 -0.34945 5.25777 -1.056
C 2.13818 -0.44802 3.91440 0.466
C 3.35797 -1.10253 3.38709 -1.130
C 1.08560 0.02943 2.94848 1.731
N 0.51729 -1.13533 2.26792 1.136
H -1.52813 2.26810 3.05758 0.746
H -1.63964 0.72297 2.19596 -0.290
H -0.40884 1.86146 1.72699 -0.495
H -0.96342 1.50368 5.32357 0.579
H 0.64779 0.40827 6.82865 0.497
H 2.60769 -0.75763 5.95481 0.558
H 3.93576 -1.55936 4.18570 0.585
H 3.97336 -0.35381 2.88504 0.063
H 3.13395 -1.86440 2.64073 0.110
```

Results
LUMO	-7.800	eV
highest occupied orbital energy	-12.38	eV
spin multiplicity	1
energy above the lowest of the compared OMol25 structures with the same formula, charge and spin	0.0	kJ/mol
charge	+2

=====

(6)
Density functional theory data (ωB97M-V/def2-TZVPD) for a 2-piece molecular cluster, C2H7N2O overall.

The geometry in XYZ format:
```
12
Properties=species:S:1:pos:R:3:mulliken_charge:R:1
N -0.17596 0.44523 -1.55809 -0.665
C 0.33999 0.88406 -0.29841 0.313
N 1.63026 0.83631 -0.11061 -0.874
H -0.80928 -0.33180 -1.43398 0.250
H 0.57774 0.18470 -2.17337 0.261
H -0.26337 1.64500 0.14051 0.279
H 1.90417 1.43432 0.65674 0.191
C -0.73302 -1.52845 1.23080 -0.619
O -0.89719 -0.31344 0.57405 -0.697
H -1.70352 -1.96951 1.43796 0.195
H -0.11496 -2.23439 0.64184 0.217
H -0.23518 -1.32522 2.22456 0.149
```

Results
LUMO	4.712	eV
highest occupied orbital energy	-2.88	eV
spin multiplicity	1
energy above the lowest of the compared OMol25 structures with the same formula, charge and spin	135.8	kJ/mol
charge	-1

=====

spin multiplicity of number 5 (C42H54B2F4N5O5PSSn)? 1

=====

spin multiplicity of number 2 (C4H7N2O)? 1